ORCA calculation (ωB97M-V/def2-TZVPD) on a 2-piece molecular cluster, C7H10O overall in a non-equilibrium geometry.

Element x y z (Å)
C -0.55307 -1.50993 2.02941
C -0.98925 -1.11217 -0.45955
C -0.18240 -0.95927 0.66321
C 0.95271 -0.15646 0.50741
C 1.17657 0.41842 -0.73178
C 0.48825 0.05685 -1.94682
C -0.69379 -0.66319 -1.77998
H -1.63406 -1.59707 2.24009
H -0.14032 -0.80728 2.77295
H -0.10284 -2.49075 2.23435
H -1.93226 -1.40765 -0.41092
H 1.57622 -0.12006 1.34632
H 2.01367 1.31103 -0.92728
H 0.63248 0.67546 -2.78291
H -1.51382 -0.81760 -2.47606
H 0.78818 3.19096 -0.63814
H 0.17663 2.82422 0.59757
O -0.06293 3.16448 -0.23786

- multiplicity = 2
- net charge = -1
- frontier orbital gap (spin up / spin down) (eV) = 2.902 / 8.930
- highest occupied orbital energy (spin up / spin down) (eV) = 1.0874 / -5.1144

ORCA calculation (ωB97M-V/def2-TZVPD) on C26H39AsKN4O4P2 as an isolated structure.

Element x y z (Å)
K 1.35286 1.41773 -0.55601
C 1.12453 -1.59652 -5.11822
N 0.79875 -0.48324 -4.23279
C 1.75397 0.61568 -4.31167
P -0.00578 -0.80122 -2.83760
O -0.36501 0.44093 -2.12948
O 0.93691 -1.77993 -1.94082
P 2.41447 -1.72060 -1.30386
O 3.01421 -0.37958 -1.13631
N 2.16989 -2.46812 0.14418
C 0.99539 -3.29027 0.40512
C 2.74592 -1.86155 1.34949
N 3.28214 -2.61084 -2.39397
C 2.86371 -3.99016 -2.62785
C 4.73812 -2.47194 -2.32537
N -1.26614 -1.79601 -3.16252
C -2.59208 -1.17782 -3.19576
C -1.27606 -3.22403 -2.88062
H 1.27094 -1.21476 -6.12883
H 0.29747 -2.30390 -5.14570
H 2.03753 -2.11262 -4.80292
H 1.81534 0.92778 -5.35475
H 2.75075 0.31610 -3.97082
H 1.42521 1.47895 -3.73224
H 0.72147 -3.86990 -0.47388
H 0.13632 -2.67709 0.69985
H 1.22449 -3.98881 1.20999
H 3.69160 -1.38267 1.11168
H 2.93280 -2.65384 2.07463
H 2.06750 -1.11919 1.78069
H 1.78375 -4.04509 -2.74877
H 3.16225 -4.65329 -1.80861
H 3.32498 -4.34880 -3.54834
H 4.99967 -1.42354 -2.21260
H 5.16427 -2.84613 -3.25612
H 5.16629 -3.04358 -1.49491
H -2.52026 -0.15726 -3.56356
H -3.05007 -1.15887 -2.20298
H -3.22793 -1.74750 -3.87316
H -0.30393 -3.66537 -3.08400
H -2.00376 -3.70425 -3.53518
H -1.54974 -3.43550 -1.84192
O 0.45841 0.80821 1.64064
As -0.78248 1.71298 2.26205
C -1.08214 3.18037 1.05150
C -2.23491 3.28826 0.28475
C -2.36523 4.32708 -0.62895
C -1.34348 5.25048 -0.78359
C -0.17709 5.13163 -0.03546
C -0.04229 4.09739 0.87693
C -2.34142 0.62226 2.49972
C -3.61333 1.16790 2.64027
C -4.69634 0.33209 2.86462
C -4.50504 -1.04013 2.95950
C -3.23296 -1.57930 2.83135
C -2.14676 -0.74912 2.59524
C -0.37871 2.43993 3.98889
C 0.26136 1.62572 4.91632
C 0.53473 2.11613 6.18261
C 0.17258 3.41433 6.51851
C -0.46254 4.22614 5.59053
C -0.73924 3.74046 4.32003
H -3.02564 2.55398 0.37753
H -3.26635 4.40880 -1.22167
H -1.45034 6.06229 -1.49041
H 0.62621 5.84571 -0.16156
H 0.86999 4.01143 1.46006
H -3.76530 2.24075 2.60038
H -5.68752 0.75161 2.97213
H -5.35023 -1.69077 3.13965
H -3.08696 -2.64808 2.91580
H -1.15003 -1.15785 2.47470
H 0.55390 0.61725 4.64680
H 1.03266 1.48804 6.90897
H 0.38964 3.79309 7.50817
H -0.74150 5.23786 5.85230
H -1.23438 4.37975 3.59820

- net charge = +1
- frontier orbital gap (eV) = 9.536
- highest occupied orbital energy (eV) = -11.3634

ORCA calculation (ωB97M-V/def2-TZVPD) on a 7-piece molecular cluster, C24H66ClN6O10 overall in a non-equilibrium geometry.

Element x y z (Å)
Cl -0.84303 -0.85033 0.74341
O -0.44751 -1.04072 2.04907
O -1.74022 -1.91341 0.35932
O -1.46061 0.42680 0.49613
O 0.35732 -1.01333 -0.07169
C 6.85401 -5.61715 -4.13763
C 7.56992 -4.25477 -4.09195
C 6.58561 -3.09829 -3.72139
O 5.90975 -2.65665 -4.93021
C 4.76049 -1.86647 -4.66338
N 8.56128 -4.41584 -3.06297
H 7.48380 -6.44108 -4.47320
H 5.98195 -5.66936 -4.78947
H 6.46356 -5.78373 -3.13368
H 8.05786 -4.04499 -5.04379
H 7.12050 -2.31168 -3.18918
H 5.89830 -3.57827 -3.02475
H 4.03036 -2.29997 -5.34683
H 4.73169 -0.77691 -4.65214
H 4.33573 -2.13511 -3.69616
H 8.21558 -4.47589 -2.11588
H 9.04710 -3.53049 -3.07890
C -3.83537 1.68628 8.46182
C -2.99846 0.79036 7.63761
C -3.83989 -0.25471 6.86810
O -4.66435 -0.96511 7.76015
C -4.06433 -1.82708 8.66988
N -2.11108 1.58829 6.76962
H -3.07180 2.41981 8.72063
H -4.06364 1.16769 9.39298
H -4.70974 2.16037 8.01594
H -2.27031 0.16774 8.15745
H -3.22496 -0.95939 6.30830
H -4.39695 0.23883 6.07173
H -3.31287 -1.32552 9.27966
H -3.56318 -2.58574 8.06874
H -4.73199 -2.37556 9.33435
H -1.74807 0.99971 6.03348
H -1.42913 2.04235 7.36029
C -0.42222 7.77045 -1.25221
C -0.41632 6.27547 -1.04027
C 0.83624 5.62331 -1.75731
O 0.80090 5.87910 -3.15755
C 1.97313 5.42650 -3.83546
N -0.40200 6.11991 0.39558
H 0.57269 8.16716 -1.05003
H -1.12596 8.35041 -0.65514
H -0.69106 8.09225 -2.25831
H -1.28141 5.88567 -1.57672
H 0.88513 4.54417 -1.61172
H 1.71952 6.14503 -1.38891
H 2.78110 6.10284 -3.55646
H 1.93479 5.58230 -4.91358
H 2.31778 4.40306 -3.68756
H 0.31485 6.72316 0.77280
H -0.02716 5.20055 0.58097
C -1.84798 -7.09676 3.50886
C -3.30820 -6.97116 3.03607
C -4.10851 -5.82636 3.66998
O -5.38962 -5.41610 3.15583
C -6.37665 -6.43696 3.23176
N -3.15253 -6.85129 1.55134
H -1.78423 -7.17329 4.59430
H -1.16608 -6.27609 3.28614
H -1.36237 -7.98286 3.10009
H -3.73536 -7.95575 3.22643
H -3.46784 -4.94516 3.63645
H -4.19089 -6.07481 4.72809
H -6.35595 -7.05258 4.13103
H -6.35635 -7.13753 2.39696
H -7.32967 -5.90924 3.26879
H -4.10855 -6.73752 1.24608
H -2.75799 -5.92887 1.43476
C -6.94002 1.41695 -8.14536
C -7.15028 0.35004 -7.09377
C -6.35639 0.66871 -5.79603
O -5.05864 1.14460 -6.15777
C -4.31356 1.37844 -4.95023
N -8.59225 0.23450 -6.72947
H -5.90763 1.60039 -8.44303
H -7.19103 2.40667 -7.76386
H -7.41934 1.25315 -9.11051
H -6.88811 -0.65054 -7.43755
H -6.36409 -0.18258 -5.11534
H -6.92545 1.40499 -5.22847
H -4.94365 1.79414 -4.16394
H -3.45618 1.99860 -5.21178
H -3.87003 0.48575 -4.50923
H -8.85967 0.98810 -6.11248
H -8.72493 -0.58015 -6.14737
C 8.41576 3.86792 1.50566
C 7.57680 2.81086 0.72803
C 6.21867 3.23794 0.16903
O 5.39574 3.93464 1.05395
C 4.72891 3.09708 2.02210
N 8.36635 2.42037 -0.37774
H 8.36205 4.80591 0.95304
H 9.44398 3.52796 1.62934
H 8.12277 4.17634 2.50921
H 7.52589 1.85813 1.25509
H 5.64115 2.36775 -0.14295
H 6.30428 3.92708 -0.67113
H 5.40907 2.72478 2.78817
H 4.28512 2.21104 1.56814
H 3.97970 3.74953 2.47053
H 7.87455 2.20182 -1.23243
H 8.90188 3.22940 -0.65838

- net charge = -1
- frontier orbital gap (eV) = 7.675
- highest occupied orbital energy (eV) = -5.6424

ORCA calculation (ωB97M-V/def2-TZVPD) on an isolated ion of composition C5H11N2 and charge +1 in a non-equilibrium geometry.

Element x y z (Å)
C -0.06049 -0.66180 -0.58652
C -1.45423 1.12243 -0.93587
C 0.75933 0.18211 0.11435
C -2.36421 -1.13967 -0.96480
C 2.54056 0.70872 1.77614
N -1.34537 -0.16853 -0.87591
N 2.03470 0.03911 0.57409
H 0.09633 -1.58074 -0.93662
H -2.48844 1.35692 -1.04449
H -0.60155 1.77070 -1.12112
H 0.39907 1.07244 0.58610
H -2.05069 -2.11371 -1.45923
H -3.14229 -0.85347 -1.63643
H -2.58823 -1.43559 0.03495
H 2.48392 0.15267 2.63844
H 3.55930 0.80070 1.71131
H 1.86539 1.54178 1.94570
H 2.35689 -0.79407 0.17991

- structure (SMILES) = C=[N+](C)/C=C/NC
- net charge = +1
- frontier orbital gap (eV) = 8.020
- highest occupied orbital energy (eV) = -12.6424

ORCA calculation (ωB97M-V/def2-TZVPD) on one molecule with the formula C4H4BBrO3 in a non-equilibrium geometry.

Element x y z (Å)
B 0.86787 0.75055 1.22657
C 0.37420 -1.92447 -1.16601
C -1.50415 -0.76153 -1.63640
C -0.06222 0.13341 0.18113
C -1.06343 0.28140 -0.63471
O -0.68508 -1.71471 -1.82373
O 1.30119 1.94263 0.96302
O 1.22434 0.05815 2.37327
Br -2.48445 1.73984 -0.58373
H 1.13552 -2.56635 -1.58432
H -2.48595 -0.70988 -2.05907
H 1.96505 2.33539 1.50511
H 1.41710 0.43557 3.23887

- frontier orbital gap (spin up / spin down) (eV) = 6.726 / 6.689
- highest occupied orbital energy (spin up / spin down) (eV) = -7.7157 / -7.6109

ORCA calculation (ωB97M-V/def2-TZVPD) on a 2-piece molecular cluster, C5H10S2 overall in a non-equilibrium geometry.

Element x y z (Å)
C -2.89094 0.76428 0.75829
S -1.31874 1.60669 1.06952
S -0.35579 -1.26206 -0.20234
H -3.08392 0.62586 -0.30755
H -3.71537 1.37331 1.14070
H -2.95056 -0.20804 1.25422
H -0.49042 -0.17347 0.63789
C 1.57635 1.33601 -1.50716
C 1.79392 0.04649 -1.26827
C 1.61502 -0.84920 -0.05094
C 2.21705 -2.12119 -0.11371
H 1.01462 1.96684 -0.82556
H 1.85525 1.72892 -2.47582
H 2.04264 -0.61379 -2.10228
H 1.50358 -0.30891 0.88240
H 2.85583 -2.45618 0.69216
H 2.04028 -2.77078 -0.95885

- frontier orbital gap (eV) = 4.159
- highest occupied orbital energy (eV) = -7.2648